Here is a cluster of 2 separate species, C3H10N2O2 in total in a non-equilibrium geometry from the OMol25 dataset. Energies are from wB97M-V/def2-TZVPD.

Computed properties:
- Lowest unoccupied orbital energy: 0.915 eV
- ΔE to the lowest compared entry with this formula, charge and spin: 1.2371 eV
- Structure (SMILES): C[C@@H](N)C(N)=O.O
- Orbital gap: 10.3 eV
- Net charge: 0

Element x y z (Å)
C (-0.507016, 0.251160, 1.489408)
C (0.217505, 0.894586, 0.284716)
N (1.326705, 1.617317, 0.842642)
C (0.570349, -0.305096, -0.569924)
N (1.806406, -0.830784, -0.454406)
O (-0.094510, -0.535668, -1.589801)
H (0.089403, 0.032634, 2.366399)
H (-1.166701, -0.597066, 1.434881)
H (-1.211872, 0.912220, 2.039726)
H (-0.551768, 1.454605, -0.300945)
H (1.164673, 1.887294, 1.786735)
H (1.783146, 2.309420, 0.240957)
H (2.131780, -1.421754, -1.181567)
H (2.450913, -0.484100, 0.233024)
O (-2.777573, -0.919687, -0.360831)
H (-3.480306, -1.562098, -0.233205)
H (-1.901423, -1.315902, -0.678212)

Cartesian forces (eV/Å) of the 2 atoms listed first:
-1.524 1.110 2.330
-1.726 -1.287 1.492